The following is a DFT calculation (ωB97M-V/def2-TZVPD) of a cluster of 3 separate species, C16H32NO3 in total.

Output
- Net charge: -1
- Lowest unoccupied orbital energy: 2.52 eV
- HOMO-LUMO gap: 3.35 eV

Last column: natural (NBO) charge in e.
Cartesian coordinates (Å):
C  -2.012  1.237  2.749  -0.944
C  -2.198  -0.154  2.983  -0.078
C  -2.079  -1.206  1.981  -0.220
C  -1.363  -0.654  0.707  -0.446
C  0.121  -0.295  0.978  -0.391
C  0.684  0.933  0.214  -0.207
N  -0.190  2.114  0.200  -0.817
C  -3.539  -1.704  1.674  -0.413
C  -4.241  -1.027  0.488  -0.400
C  -4.634  0.438  0.758  -0.432
C  -5.733  0.936  -0.169  -0.054
O  -6.968  0.227  -0.021  -0.733
H  -2.818  1.865  2.388  0.186
H  -1.047  1.710  2.957  0.180
H  -2.409  -0.551  4.001  0.105
H  -1.363  -1.492  -0.020  0.164
H  -1.862  0.189  0.217  0.183
H  0.258  -0.123  2.049  0.218
H  0.777  -1.137  0.708  0.169
H  1.594  1.231  0.742  0.192
H  1.028  0.663  -0.798  0.136
H  -0.877  1.966  -0.532  0.339
H  0.333  2.952  -0.028  0.337
H  -4.154  -1.483  2.558  0.193
H  -3.596  -2.804  1.551  0.167
H  -5.197  -1.556  0.324  0.195
H  -3.698  -1.132  -0.460  0.188
H  -4.985  0.497  1.794  0.209
H  -3.760  1.075  0.594  0.232
H  -5.374  0.944  -1.212  0.142
H  -5.915  1.993  0.094  0.149
H  -7.654  0.827  -0.335  0.458
C  5.408  2.413  0.226  -0.720
C  4.574  1.580  -0.718  0.598
O  3.607  0.969  -0.325  -0.537
C  5.002  1.547  -2.165  -0.722
H  4.990  2.348  1.229  0.238
H  6.434  2.040  0.246  0.223
H  5.401  3.457  -0.092  0.224
H  6.010  1.136  -2.247  0.230
H  4.978  2.556  -2.582  0.218
H  4.324  0.915  -2.731  0.249
C  3.703  -3.741  -2.073  -0.720
C  3.679  -2.247  -2.284  0.607
O  4.593  -1.678  -2.844  -0.575
C  2.476  -1.503  -1.769  -0.728
H  4.622  -4.151  -2.489  0.223
H  3.668  -3.967  -1.006  0.233
H  2.852  -4.202  -2.575  0.228
H  2.391  -1.634  -0.691  0.251
H  1.575  -1.872  -2.263  0.229
H  2.584  -0.446  -1.982  0.246

Cartesian forces (eV/Å) of the 6 atoms listed first:
0.896 0.175 0.771
0.506 -1.464 -0.187
-2.269 3.788 -0.489
0.471 -1.199 -0.117
-0.196 0.514 -0.197
0.315 0.088 0.484



The following is a DFT calculation (ωB97M-V/def2-TZVPD) of a structure of composition C2H2Cl2I2.

Output
- Lowest unoccupied orbital energy (spin up / spin down): -1.11 / -0.73 eV
- HOMO-LUMO gap (spin up / spin down): 7.08 / 7.58 eV

Last column: natural (NBO) charge in e.
Cartesian coordinates (Å):
C  -0.530  -0.041  0.146  -0.430
C  -1.068  -2.814  -0.424  -0.576
Cl  -0.939  -0.052  1.738  0.055
Cl  -1.895  -2.920  -1.910  0.057
I  0.919  -3.655  -0.313  0.209
I  -2.358  -2.995  1.261  0.236
H  -1.426  0.161  -0.409  0.220
H  0.570  -0.090  0.045  0.229

Cartesian forces (eV/Å) of the 6 atoms listed first:
0.827 -0.727 -0.030
0.311 0.164 0.972
-0.218 0.353 2.188
0.224 -0.032 -0.193
-1.138 0.376 -0.059
0.509 -0.482 -0.630



The following is a DFT calculation (ωB97M-V/def2-TZVPD) of a structure of composition C32H31BrN5O3SSiZn.

Output
- Net charge: -1
- Lowest unoccupied orbital energy: 2.21 eV
- HOMO-LUMO gap: 7.31 eV

Last column: Löwdin charge in e.
Cartesian coordinates (Å):
Zn  -0.482  -0.202  -0.149  0.523
C  -1.776  -0.025  -4.299  -0.074
C  -0.735  0.516  -5.049  -0.083
C  0.436  0.861  -4.417  -0.019
C  0.567  0.668  -3.030  -0.303
N  -0.450  0.169  -2.319  0.094
C  -1.580  -0.179  -2.943  -0.140
N  1.789  1.027  -2.494  0.165
C  2.174  0.806  -1.281  -0.278
N  1.555  0.204  -0.221  0.110
C  2.386  0.254  0.860  -0.291
N  2.229  -0.125  2.086  0.158
C  1.050  -0.568  2.646  -0.332
C  1.146  -1.054  3.963  -0.034
C  0.018  -1.478  4.621  -0.080
C  -1.211  -1.419  3.966  -0.072
C  -1.231  -0.933  2.678  -0.133
N  -0.140  -0.503  2.034  0.087
C  3.668  0.898  0.465  -0.103
C  4.810  1.189  1.183  -0.015
C  5.830  1.856  0.511  -0.088
C  5.695  2.214  -0.830  -0.090
C  4.535  1.918  -1.538  -0.016
C  3.531  1.256  -0.861  -0.101
H  -2.710  -0.326  -4.752  0.095
H  -0.841  0.659  -6.118  0.099
H  1.278  1.279  -4.949  0.103
H  -2.345  -0.604  -2.302  0.091
H  2.124  -1.067  4.422  0.101
H  0.086  -1.851  5.636  0.100
H  -2.125  -1.754  4.437  0.094
H  -2.148  -0.894  2.101  0.089
H  4.887  0.918  2.227  0.107
H  6.743  2.108  1.037  0.094
H  6.507  2.735  -1.322  0.093
H  4.407  2.197  -2.576  0.108
Br  2.493  2.494  4.494  0.715
C  2.123  3.334  2.826  -0.669
C  2.924  4.393  2.435  -0.148
C  2.619  5.058  1.254  -0.080
C  1.525  4.672  0.497  -0.023
C  0.751  3.585  0.885  -0.114
C  1.058  2.902  2.055  -0.072
C  -0.447  3.189  0.035  -0.614
O  -1.003  4.100  -0.593  0.002
O  -0.752  1.961  -0.007  -0.144
H  3.762  4.696  3.048  0.091
H  3.236  5.890  0.937  0.098
H  1.246  5.199  -0.405  0.113
H  0.441  2.067  2.358  0.101
C  -3.641  -5.231  -0.770  -0.201
Si  -1.770  -5.083  -0.633  0.378
C  -1.011  -5.829  -2.182  -0.201
C  -1.210  -6.089  0.853  -0.201
C  -1.280  -3.356  -0.448  -0.243
C  -0.978  -2.176  -0.335  -0.127
H  -3.955  -6.275  -0.861  0.019
H  -4.004  -4.686  -1.643  0.022
H  -4.122  -4.804  0.112  0.023
H  -1.259  -6.890  -2.279  0.019
H  0.076  -5.730  -2.158  0.025
H  -1.370  -5.309  -3.072  0.023
H  -1.449  -7.149  0.734  0.019
H  -1.693  -5.726  1.762  0.023
H  -0.132  -5.992  0.991  0.025
C  -5.128  1.239  0.554  -0.265
S  -3.362  1.494  0.307  0.878
C  -3.514  2.292  -1.289  -0.243
O  -2.868  0.099  0.010  -0.576
H  -5.624  2.208  0.606  0.048
H  -5.251  0.708  1.496  0.044
H  -5.525  0.637  -0.265  0.054
H  -4.014  3.250  -1.155  0.061
H  -4.068  1.629  -1.955  0.058
H  -2.499  2.481  -1.621  0.029

Cartesian forces (eV/Å) of the 6 atoms listed first:
0.210 -0.138 -0.049
-0.012 -0.007 0.003
0.010 -0.004 0.004
-0.011 0.014 -0.021
0.011 0.018 0.046
-0.010 -0.020 -0.030



The following is a DFT calculation (ωB97M-V/def2-TZVPD) of a cluster of 2 separate species, C6H15N6O2 in total.

Output
- Net charge: +1
- Lowest unoccupied orbital energy (spin up / spin down): -3.55 / -3.55 eV
- HOMO-LUMO gap (spin up / spin down): 8.28 / 8.29 eV

Last column: natural (NBO) charge in e.
Cartesian coordinates (Å):
C  -0.616  -2.218  0.015  0.406
C  0.107  1.160  -1.506  -0.245
C  -0.582  2.005  -0.453  -0.282
C  -1.273  0.082  0.825  -0.258
C  -0.865  -0.764  -0.402  -0.095
C  1.577  -0.748  -0.766  0.269
N  2.584  -0.023  -0.541  -0.138
N  0.404  -0.182  -0.929  -0.408
N  -0.858  -3.185  -0.762  -0.651
N  2.392  1.270  0.934  -0.053
N  -0.040  -2.411  1.260  -0.854
N  -1.790  1.383  0.143  -0.512
O  1.374  0.939  1.622  -0.486
O  3.779  -0.782  -0.313  -0.553
H  -0.415  1.020  -2.554  0.236
H  1.114  1.668  -1.748  0.283
H  0.154  2.053  0.324  0.278
H  -0.743  2.997  -0.878  0.250
H  -2.038  -0.447  1.403  0.244
H  -0.387  0.206  1.337  0.269
H  -1.828  -0.720  -0.956  0.224
H  1.677  -1.797  -0.629  0.214
H  4.393  -0.113  0.001  0.477
H  -0.769  -4.160  -0.264  0.357
H  3.240  1.139  1.532  0.313
H  0.090  -1.647  1.936  0.405
H  0.499  -3.271  1.264  0.417
H  -2.150  1.945  0.956  0.452
H  -2.632  1.104  -0.377  0.443

Cartesian forces (eV/Å) of the 6 atoms listed first:
0.138 -0.505 0.662
1.675 -0.644 -1.911
0.478 0.774 -1.838
-1.682 -1.226 -2.423
0.281 -1.120 1.168
1.348 -0.725 0.869



The following is a DFT calculation (ωB97M-V/def2-TZVPD) of the ion C3H8N3O with charge +1.

Output
- Net charge: +1
- Lowest unoccupied orbital energy: -4.22 eV
- HOMO-LUMO gap: 8.76 eV

Last column: natural (NBO) charge in e.
Cartesian coordinates (Å):
C  2.213  -0.443  -1.036  -0.356
C  -0.705  0.394  0.009  0.348
C  1.794  -0.379  0.226  0.064
N  -1.540  -0.645  -0.102  -0.164
N  -1.105  1.610  0.396  -0.803
N  -2.712  -0.564  -0.487  -0.411
O  0.511  -0.181  0.855  -0.518
H  1.728  -0.234  -1.896  0.219
H  2.630  -0.461  0.873  0.225
H  -1.132  -1.522  0.020  0.397
H  -0.489  2.363  0.108  0.427
H  -1.570  1.558  1.274  0.390
H  3.223  -0.600  -1.246  0.242
H  -3.385  -1.280  -0.625  0.393
H  0.538  0.384  1.633  0.547

Cartesian forces (eV/Å) of the 6 atoms listed first:
-1.524 0.474 2.494
0.487 -0.090 -1.260
1.757 0.018 -1.186
-1.019 0.097 -0.415
0.985 -0.738 -0.554
-1.069 3.475 -0.069



The following is a DFT calculation (ωB97M-V/def2-TZVPD) of a structure of composition C3H3HgLiO3.

Output
- Net charge: +2
- <S²>: 2.009
- Lowest unoccupied orbital energy (spin up / spin down): -8.07 / -10.33 eV
- HOMO-LUMO gap (spin up / spin down): 9.01 / 8.04 eV
- Multiplicity: 3

Last column: Löwdin spin population.
Cartesian coordinates (Å):
C  -0.854  1.762  -0.750  0.003
C  -2.060  1.515  -0.805  0.003
H  -1.714  2.686  -1.145  0.000
H  0.182  2.159  -0.740  0.000
H  -3.057  1.088  -0.854  0.000
C  1.365  -1.403  0.711  0.031
O  0.459  -1.238  -0.144  0.312
O  2.370  -2.159  0.410  0.768
Hg  -0.384  -2.436  -2.017  0.724
O  1.389  -0.951  1.873  0.156
Li  2.303  -1.024  3.460  0.003

Cartesian forces (eV/Å) of the 6 atoms listed first:
-0.212 0.615 -0.096
1.290 -0.225 0.049
-0.390 -0.156 -0.006
-0.824 -0.587 0.096
0.081 0.475 0.021
0.221 -0.797 0.285



The following is a DFT calculation (ωB97M-V/def2-TZVPD) of a cluster of 3 separate species, C11H23ClN2O6S in total.

Output
- Lowest unoccupied orbital energy: 0.64 eV
- HOMO-LUMO gap: 9.90 eV

Last column: natural (NBO) charge in e.
Cartesian coordinates (Å):
C  -2.089  -1.532  1.027  -0.632
C  -1.574  -0.375  0.007  -0.471
C  -1.362  -0.901  -1.487  0.096
Cl  -1.154  0.483  -2.720  -0.103
O  -0.389  -1.957  -1.644  -0.681
S  1.113  -1.629  -0.985  1.691
O  1.431  -0.164  -0.925  -0.898
O  0.952  -2.128  0.649  -0.691
C  2.333  -2.138  1.135  -0.207
C  2.366  -1.074  2.356  0.386
O  1.266  -0.654  2.807  -0.537
H  -1.406  -1.469  1.943  0.241
H  -3.174  -1.396  1.339  0.218
H  -1.899  -2.531  0.517  0.215
H  -2.446  0.378  -0.049  0.228
H  -0.698  0.199  0.444  0.251
H  -2.373  -1.368  -1.786  0.248
H  3.052  -1.852  0.290  0.210
H  2.638  -3.160  1.538  0.214
H  3.386  -0.719  2.747  0.199
C  5.784  0.959  2.696  0.546
O  4.853  0.281  2.294  -0.655
N  5.679  1.998  3.565  -0.421
C  6.833  2.758  3.999  -0.399
C  4.368  2.356  4.075  -0.422
H  6.819  0.770  2.370  0.114
H  6.922  2.682  5.085  0.199
H  6.696  3.805  3.716  0.200
H  7.746  2.380  3.537  0.213
H  3.940  1.498  4.600  0.217
H  3.715  2.614  3.238  0.223
H  4.441  3.203  4.758  0.208
C  -4.564  -0.711  -3.399  0.525
O  -4.764  -1.411  -2.422  -0.637
N  -5.531  -0.162  -4.186  -0.432
C  -5.213  0.661  -5.334  -0.398
C  -6.923  -0.410  -3.863  -0.418
H  -3.544  -0.462  -3.731  0.122
H  -5.651  1.653  -5.194  0.195
H  -5.632  0.200  -6.231  0.194
H  -4.133  0.762  -5.455  0.217
H  -7.129  -0.042  -2.855  0.214
H  -7.111  -1.486  -3.887  0.214
H  -7.577  0.092  -4.578  0.203

Cartesian forces (eV/Å) of the 6 atoms listed first:
1.275 0.305 -0.365
-1.205 0.713 0.257
-2.433 -0.342 0.914
0.178 -0.971 0.926
0.444 2.034 1.342
1.182 1.640 0.203



The following is a DFT calculation (ωB97M-V/def2-TZVPD) of the molecule C3H5F2NO.

Output
- Lowest unoccupied orbital energy (spin up / spin down): -1.11 / -1.65 eV
- HOMO-LUMO gap (spin up / spin down): 9.72 / 8.27 eV

Last column: natural (NBO) charge in e.
Cartesian coordinates (Å):
C  -0.506  0.109  0.559  -0.432
C  -1.162  -0.675  -0.601  -0.155
C  0.902  0.741  0.073  0.240
N  2.009  -0.034  -0.287  0.108
O  -0.812  -1.963  -0.688  -0.280
F  0.698  1.592  -0.982  -0.348
F  2.340  -0.838  0.764  -0.222
H  -1.027  0.936  0.751  0.207
H  -0.178  -0.480  1.509  0.243
H  -2.196  -0.627  -0.304  0.235
H  -1.066  -0.254  -1.738  0.226
H  0.998  1.494  0.944  0.179

Cartesian forces (eV/Å) of the 6 atoms listed first:
5.109 -3.539 -1.683
0.873 0.604 -1.007
-2.191 2.129 2.599
0.417 -0.499 -0.256
0.139 -0.759 0.030
-0.192 -0.260 -0.736



Listing ΔE to the lowest compared entry with this formula, charge and spin for the structures above in their given order: 405.2, 368.1, 98.4, 182.0, 661.1, 0.0, 133.3, 667.2 kJ/mol.
Listing total energy for the structures above in their given order: -909.12304, -1593.02679, -6778.71303, -716.14667, -358.14463, -501.99777, -1852.16311, -446.79716 hartree.